(1)
C27H14CaF5I2N2OSe | ωB97M-V with the def2-TZVPD basis set

LUMO energy in eV: 2.06
HOMO in eV: -4.373
Charge: -1
E_tot in eV: -146831.3602

Positions of all 53 atoms, in Å:
Ca1 0.116 0.111 0.162
I1 -3.675 3.591 0.360
C1 -3.851 1.497 0.409
C2 -5.105 0.900 0.335
C3 -5.209 -0.466 0.328
I2 -7.142 -1.306 0.200
C4 -4.066 -1.282 0.436
C5 -4.074 -2.692 0.384
C6 -2.915 -3.394 0.561
C7 -1.730 -2.691 0.814
N1 -1.669 -1.380 0.818
C8 -2.796 -0.659 0.591
C9 -2.648 0.783 0.495
O1 -1.502 1.356 0.512
H1 -5.990 1.517 0.275
H2 -5.003 -3.210 0.191
H3 -2.904 -4.473 0.491
H4 -0.808 -3.223 1.023
N2 0.362 1.341 2.754
C10 1.363 0.575 3.354
C11 1.092 -0.089 4.553
C12 2.041 -0.895 5.156
C13 3.285 -1.055 4.567
C14 3.562 -0.392 3.380
C15 2.628 0.431 2.754
C16 3.010 1.172 1.516
C17 4.196 1.916 1.583
C18 4.662 2.606 0.477
C19 3.938 2.548 -0.704
C20 2.758 1.814 -0.757
C21 2.236 1.103 0.337
H5 -0.371 1.648 3.370
H6 0.684 2.055 2.115
H7 0.115 0.038 5.008
H8 1.805 -1.396 6.087
H9 4.034 -1.686 5.030
H10 4.530 -0.518 2.912
H11 4.744 1.962 2.520
H12 5.577 3.185 0.535
H13 4.290 3.078 -1.583
H14 2.231 1.801 -1.708
F1 1.176 0.450 -7.379
C22 0.536 -0.013 -6.296
C23 0.830 0.478 -5.037
F2 1.761 1.432 -4.896
C24 0.156 -0.016 -3.941
F3 0.462 0.495 -2.736
C25 -0.815 -1.011 -4.015
Se1 -1.675 -1.642 -2.491
C26 -1.082 -1.484 -5.304
F4 -1.996 -2.442 -5.486
C27 -0.431 -0.997 -6.420
F5 -0.725 -1.473 -7.639

Results of the Mulliken charge analysis, in e, for atoms 1 through 4: number 1, Ca, carries 1.68; number 2, I, carries -0.02; number 3, C, carries -0.53; number 4, C, carries -0.35

---

(2)
C13H19BrF2O3PSSi | ωB97M-V with the def2-TZVPD basis set

LUMO energy in eV: 2.05
HOMO in eV: -2.768
Charge: -1
E_tot in eV: -123411.4728

Positions of all 41 atoms, in Å:
C1 2.857 2.201 -0.471
Si1 1.264 1.276 -0.064
C2 0.578 2.015 1.527
C3 0.120 1.522 -1.534
C4 -0.997 0.482 -1.724
C5 -2.161 0.525 -0.750
F1 -2.371 1.758 -0.234
F2 -3.308 0.198 -1.453
C6 -2.039 -0.527 0.411
O1 -2.825 -1.683 0.021
C7 -2.276 -2.857 0.328
O2 -1.669 -3.139 1.304
Br1 -2.569 -4.201 -1.027
P1 -2.640 0.039 2.088
S1 -1.490 -0.348 3.629
C8 1.578 -0.589 0.086
C9 2.006 -1.254 -1.051
C10 2.205 -2.614 -1.025
C11 1.980 -3.313 0.132
C12 1.573 -2.671 1.274
C13 1.379 -1.307 1.245
H1 3.527 1.584 -1.067
H2 2.574 3.080 -1.049
H3 3.359 2.528 0.436
H4 -0.507 2.095 1.510
H5 0.972 3.023 1.622
H6 0.844 1.391 2.377
H7 -0.272 2.544 -1.544
H8 0.753 1.430 -2.419
H9 -0.605 -0.535 -1.763
H10 -1.453 0.672 -2.695
H11 -1.001 -0.844 0.460
H12 -2.931 1.405 2.037
H13 -3.859 -0.647 2.207
H14 2.177 -0.689 -1.957
H15 2.531 -3.115 -1.926
H16 2.110 -4.387 0.156
H17 1.390 -3.228 2.181
H18 1.029 -0.792 2.128
O3 -0.537 4.780 -1.681
H19 -1.299 4.189 -1.729

Results of the Mulliken charge analysis, in e, for atoms 1 through 4: number 1, C, carries -1.32; number 2, Si, carries 0.15; number 3, C, carries -1.10; number 4, C, carries -0.11

---

(3)
C34H53FN2O12P2S2 | ωB97M-V with the def2-TZVPD basis set

LUMO energy in eV: 0.18
HOMO in eV: -8.415
Structure (SMILES): CC(=O)N(C(C)=O)[C@@](CC(=O)c1ccccc1)(O[C@H]([C@H](C)F)[C@H](CCCNCc1ccccc1O)OCS)P(O)(O)=S.CCOP(=O)(OCC)OCC
Charge: 0
E_tot in eV: -106635.8015

Positions of all 106 atoms, in Å:
C1 -3.231 -6.228 -4.719
C2 -3.106 -5.855 -3.254
O1 -4.113 -5.744 -2.609
N1 -1.838 -5.669 -2.537
C3 -1.163 -6.954 -2.348
C4 -0.861 -7.924 -3.474
O2 -0.890 -7.281 -1.225
C5 -1.001 -4.531 -2.987
C6 -0.214 -4.815 -4.297
C7 0.508 -3.619 -4.928
O3 -0.090 -2.719 -5.469
C8 2.012 -3.599 -4.935
C9 2.798 -4.744 -4.950
C10 4.179 -4.621 -4.972
C11 4.778 -3.374 -4.963
C12 4.001 -2.219 -4.917
C13 2.627 -2.354 -4.914
O4 -1.701 -3.362 -3.232
C14 -2.592 -2.862 -2.227
C15 -3.966 -2.727 -2.912
C16 -4.145 -1.490 -3.775
F1 -4.972 -2.737 -1.951
C17 -2.211 -1.517 -1.574
C18 -1.373 -0.564 -2.426
C19 -0.479 0.419 -1.660
C20 -1.140 1.188 -0.505
N2 -2.540 1.524 -0.772
C21 -3.048 2.616 0.090
C22 -2.597 2.504 1.521
C23 -3.146 1.571 2.393
C24 -2.707 1.438 3.698
C25 -1.686 2.239 4.192
C26 -1.139 3.181 3.340
C27 -1.584 3.309 2.032
O5 -0.987 4.233 1.212
O6 -1.611 -1.783 -0.297
C28 -2.424 -1.514 0.794
S1 -3.670 -2.817 1.146
P1 0.358 -4.317 -1.667
O7 1.419 -5.501 -1.949
O8 -0.233 -4.587 -0.207
S2 1.273 -2.630 -1.725
H1 -4.031 -6.964 -4.777
H2 -3.578 -5.342 -5.253
H3 -2.337 -6.632 -5.174
H4 0.019 -8.482 -3.162
H5 -0.656 -7.465 -4.434
H6 -1.685 -8.636 -3.539
H7 0.523 -5.597 -4.131
H8 -0.890 -5.187 -5.067
H9 2.358 -5.732 -4.941
H10 4.824 -5.490 -5.003
H11 5.854 -3.258 -4.991
H12 4.458 -1.240 -4.887
H13 2.020 -1.459 -4.879
H14 -2.766 -3.553 -1.400
H15 -4.155 -3.578 -3.562
H16 -4.425 -0.615 -3.186
H17 -4.929 -1.633 -4.518
H18 -3.226 -1.262 -4.314
H19 -3.158 -1.012 -1.367
H20 -2.041 0.038 -3.044
H21 -0.738 -1.106 -3.129
H22 0.433 -0.034 -1.278
H23 -0.159 1.173 -2.388
H24 -0.578 2.123 -0.362
H25 -1.014 0.619 0.414
H26 -2.597 1.869 -1.723
H27 -4.135 2.684 0.037
H28 -2.643 3.555 -0.304
H29 -3.934 0.902 2.066
H30 -3.133 0.684 4.347
H31 -1.311 2.131 5.199
H32 -0.327 3.823 3.671
H33 -0.226 4.587 1.683
H34 -2.946 -0.561 0.723
H35 -1.772 -1.458 1.665
H36 -3.261 -3.315 2.321
H37 2.081 -5.415 -1.246
H38 -1.201 -4.659 -0.241
O9 2.064 5.272 4.806
P2 3.110 6.032 5.517
O10 2.727 6.141 7.072
C29 2.688 4.956 7.878
C30 4.076 4.487 8.273
O11 2.821 7.579 5.086
C31 2.000 7.899 3.962
C32 0.599 8.265 4.403
O12 4.686 6.246 5.658
C33 5.475 6.508 4.470
C34 5.802 7.983 4.361
H39 2.147 4.167 7.350
H40 2.116 5.211 8.769
H41 4.634 4.132 7.405
H42 4.012 3.672 8.994
H43 4.645 5.306 8.711
H44 1.983 7.077 3.246
H45 2.465 8.752 3.463
H46 0.167 7.483 5.029
H47 -0.050 8.420 3.540
H48 0.616 9.182 4.993
H49 4.965 6.144 3.576
H50 6.394 5.933 4.580
H51 4.982 8.537 3.908
H52 6.683 8.131 3.735
H53 5.979 8.413 5.346

Results of the Mulliken charge analysis, in e, for atoms 1 through 4: number 1, C, carries -1.33; number 2, C, carries 0.61; number 3, O, carries -0.52; number 4, N, carries 0.66

---

(4)
C2H3N2S | ωB97M-V with the def2-TZVPD basis set

LUMO energy in eV: -7.63
HOMO in eV: -14.892
Structure (SMILES): C1#[N+]SNC1
Charge: +1
Energy above the lowest of the compared OMol25 structures with the same formula, charge and spin in kJ/mol: 270.4
E_tot in eV: -15924.8221

Positions of all 8 atoms, in Å:
C1 -0.443 0.415 1.252
C2 -0.376 0.669 -0.121
N1 0.159 -1.034 1.577
N2 0.252 -0.501 -0.769
S1 0.626 -1.649 0.280
H1 -1.296 1.086 -0.451
H2 0.398 1.370 -0.080
H3 0.680 -0.356 -1.689

Results of the Mulliken charge analysis, in e, for atoms 1 through 4: number 1, C, carries -0.27; number 2, C, carries -0.05; number 3, N, carries -0.08; number 4, N, carries -0.17

---

(5)
C18H62AsF6O13 | ωB97M-V with the def2-TZVPD basis set

LUMO energy in eV: 2.28
HOMO in eV: -7.274
Charge: -1
Energy above the lowest of the compared OMol25 structures with the same formula, charge and spin in kJ/mol: 145.8
E_tot in eV: -123437.7589

Positions of all 100 atoms, in Å:
As1 -0.107 -0.036 0.763
F1 0.718 1.533 0.276
F2 -0.463 0.566 2.408
F3 -0.901 -1.597 1.291
F4 0.198 -0.741 -0.799
F5 1.525 -0.729 1.239
F6 -1.613 0.659 0.094
O1 -1.969 2.904 3.113
H1 -2.471 2.089 3.132
H2 -1.862 3.140 4.035
O2 0.344 -1.361 -3.285
H3 0.231 -1.132 -2.362
H4 0.642 -0.551 -3.699
O3 0.476 3.364 2.080
H5 -0.387 3.023 2.316
H6 0.689 2.929 1.255
O4 -1.486 -1.510 4.027
H7 -0.781 -0.879 3.879
H8 -1.657 -1.886 3.163
O5 -3.993 2.396 -0.504
H9 -4.376 1.887 -1.219
H10 -3.525 1.750 0.026
O6 3.286 -1.369 -0.437
H11 3.299 -2.326 -0.462
H12 2.585 -1.155 0.178
O7 -3.476 0.592 3.458
H13 -2.985 -0.146 3.097
H14 -4.325 0.222 3.699
C1 1.125 2.144 -3.092
C2 2.145 1.502 -4.078
C3 3.115 0.543 -3.377
O8 1.552 0.754 -5.078
H15 1.695 2.786 -2.421
H16 0.599 1.418 -2.472
H17 0.413 2.672 -3.726
H18 2.740 2.245 -4.610
H19 3.928 0.263 -4.046
H20 2.598 -0.379 -3.112
H21 3.643 0.952 -2.516
H22 2.066 0.888 -5.878
C4 -2.955 1.068 -3.726
C5 -4.249 1.821 -3.677
C6 -4.969 1.876 -5.022
O9 -5.075 1.103 -2.856
H23 -2.531 1.055 -2.722
H24 -2.237 1.567 -4.377
H25 -3.084 0.063 -4.128
H26 -4.074 2.777 -3.184
H27 -4.478 2.600 -5.672
H28 -5.966 2.288 -4.867
H29 -5.019 0.888 -5.479
H30 -5.478 0.369 -3.326
C7 -4.075 -1.928 -1.476
C8 -3.282 -3.191 -1.009
C9 -3.819 -3.907 0.232
O10 -3.193 -3.990 -2.161
H31 -3.483 -1.400 -2.224
H32 -4.411 -1.252 -0.690
H33 -4.917 -2.251 -2.088
H34 -2.283 -2.820 -0.778
H35 -4.287 -3.205 0.922
H36 -3.097 -4.337 0.926
H37 -4.485 -4.747 0.038
H38 -2.966 -3.448 -2.920
C10 1.738 -5.377 -1.201
C11 1.817 -4.213 -0.265
C12 0.798 -4.150 0.808
O11 3.146 -4.127 0.194
H39 2.111 -6.254 -0.671
H40 2.404 -5.209 -2.047
H41 0.729 -5.558 -1.574
H42 1.628 -3.294 -0.821
H43 0.890 -3.208 1.349
H44 0.899 -5.024 1.451
H45 -0.210 -4.319 0.431
H46 3.319 -4.950 0.656
C13 1.108 1.570 4.968
C14 1.064 1.133 6.478
C15 1.750 -0.217 6.754
O12 1.749 2.155 7.156
H47 1.067 0.737 4.265
H48 1.984 2.139 4.657
H49 0.177 2.073 4.706
H50 0.058 0.932 6.845
H51 2.830 -0.142 6.629
H52 1.401 -0.937 6.014
H53 1.495 -0.453 7.787
H54 1.818 1.865 8.068
C16 3.643 2.141 0.576
C17 4.703 2.783 -0.314
C18 4.968 4.269 0.057
O13 5.884 2.076 -0.155
H55 3.144 1.283 0.126
H56 2.902 2.918 0.766
H57 3.981 1.805 1.556
H58 4.336 2.824 -1.340
H59 5.333 4.198 1.082
H60 4.110 4.942 0.066
H61 5.734 4.745 -0.554
H62 6.665 2.423 -0.592

Results of the Mulliken charge analysis, in e, for atoms 1 through 4: number 1, As, carries 2.13; number 2, F, carries -0.38; number 3, F, carries -0.30; number 4, F, carries -0.48